#w
{"formula": "C4H4P2", "method": "ωB97M-V/def2-TZVPD", "symbols": ["C", "P", "C", "C", "C", "P", "H", "H", "H", "H"], "coordinates": [[-1.4357, -1.1123, 0.0906], [-1.8400, 0.4641, -0.0825], [-0.0142, 0.9476, 0.0287], [0.8376, 0.0338, 0.7567], [0.8625, 0.1216, -0.8052], [0.4151, -1.5674, -0.0556], [-2.2371, -1.8287, 0.2775], [0.1613, 2.0138, 0.2351], [1.6960, 0.4579, 1.1518], [1.5545, 0.4696, -1.5972]], "spin_multiplicity": 1, "lumo_ev": 0.137, "orbital_gap_ev": 8.78, "total_charge": 0, "smiles": "C1=P[C@H]2[C@@H]3[C@H]2P13", "homo_ev": -8.64}

#x
{"formula": "C4H4P2", "method": "ωB97M-V/def2-TZVPD", "symbols": ["C", "P", "C", "P", "C", "C", "H", "H", "H", "H"], "coordinates": [[-2.3321, -0.4972, 0.7451], [-3.3272, 0.4790, -0.0786], [-1.4137, 0.1164, -0.2453], [-0.1206, 1.4117, 0.3486], [1.3329, 1.0966, -0.6324], [1.4848, 0.4383, 0.4679], [-2.3114, -1.1179, 1.7194], [-1.2664, -0.3296, -1.2561], [1.9062, 1.3552, -1.5959], [1.7735, -0.3729, 1.0322]], "spin_multiplicity": 1, "lumo_ev": 0.139, "orbital_gap_ev": 8.40, "total_charge": 0, "smiles": "C1=P[C@H]1P1=CC=1", "homo_ev": -8.27}

#w (146.8 kJ/mol below the next structure)